DFT (ωB97M-V/def2-TZVPD) results for a structure of composition C38H43ClF6IN9OPSbTi.

Last column: Löwdin spin population.
Geometry (Å):
Ti (-0.426, 1.102, 1.885)  0.054
C (-5.109, 4.128, 3.462)  0.000
N (-4.372, 3.276, 2.550)  0.000
C (-4.840, 2.701, 1.405)  0.000
C (-3.814, 1.960, 0.897)  0.001
N (-2.723, 2.060, 1.713)  0.002
C (-3.086, 2.870, 2.701)  0.000
P (-1.992, 3.440, 4.031)  0.000
C (-1.559, 1.733, 4.555)  0.001
N (-1.443, 0.659, 3.771)  0.017
C (-1.327, -0.412, 4.613)  0.015
C (-1.409, 0.013, 5.904)  0.002
N (-1.568, 1.365, 5.857)  0.001
C (-1.667, 2.267, 6.989)  0.000
C (-0.567, 3.778, 2.926)  0.001
N (-0.338, 3.125, 1.780)  0.009
C (0.489, 3.907, 1.032)  0.001
C (0.749, 5.052, 1.719)  0.000
N (0.076, 4.968, 2.900)  0.000
C (0.168, 5.895, 4.013)  0.000
H (-6.130, 4.244, 3.108)  0.000
H (-5.134, 3.682, 4.455)  0.000
H (-4.644, 5.110, 3.531)  0.000
H (-5.838, 2.862, 1.040)  0.000
H (-3.802, 1.363, 0.003)  0.000
H (-1.189, -1.417, 4.253)  0.007
H (-1.362, -0.538, 6.826)  0.000
H (-1.490, 1.717, 7.909)  0.000
H (-0.921, 3.055, 6.900)  0.000
H (-2.655, 2.724, 7.032)  0.000
H (0.841, 3.592, 0.066)  0.000
H (1.388, 5.881, 1.477)  0.000
H (0.960, 6.611, 3.815)  0.000
H (-0.775, 6.425, 4.151)  0.000
H (0.413, 5.351, 4.922)  0.000
I (-3.635, -1.295, 1.980)  0.024
C (-2.282, -2.880, 1.705)  0.022
C (-2.856, -4.122, 1.552)  0.011
C (-2.056, -5.249, 1.366)  0.012
C (-0.695, -5.104, 1.320)  0.024
C (-0.083, -3.850, 1.495)  0.022
C (1.331, -3.753, 1.513)  0.054
C (1.961, -2.590, 1.834)  0.032
C (1.195, -1.439, 2.106)  0.120
C (-0.163, -1.468, 1.951)  0.473
C (-0.883, -2.671, 1.715)  0.066
H (-3.931, -4.215, 1.594)  0.000
H (-2.517, -6.222, 1.270)  0.000
H (-0.057, -5.964, 1.165)  0.002
H (1.908, -4.649, 1.321)  0.004
H (3.036, -2.520, 1.906)  0.003
H (1.743, -0.568, 2.438)  0.012
F (0.843, 1.229, 3.134)  0.003
Sb (5.941, 1.273, -0.089)  0.000
F (6.382, 0.152, 1.418)  0.000
F (6.057, 2.866, 1.184)  0.000
F (0.925, 1.125, 0.684)  0.000
F (7.913, 1.456, -0.258)  0.000
F (4.664, -0.603, -0.560)  0.000
C (-1.282, -3.163, -4.864)  0.000
C (-0.741, -2.343, -3.683)  0.000
C (-1.942, -2.052, -2.752)  0.000
C (0.249, -3.225, -2.904)  0.000
C (-0.116, -0.994, -4.221)  0.000
O (-1.152, -0.079, -4.572)  0.000
C (0.724, -1.178, -5.526)  0.000
C (2.044, -1.985, -5.610)  0.000
C (3.296, -1.463, -4.945)  0.000
C (3.976, -2.203, -3.979)  0.000
C (5.099, -1.694, -3.343)  0.000
C (5.553, -0.424, -3.669)  0.000
Cl (6.886, 0.272, -2.813)  0.000
C (4.919, 0.308, -4.663)  0.000
C (3.808, -0.216, -5.298)  0.000
C (0.684, -0.214, -3.154)  0.000
N (-0.177, 0.274, -2.087)  0.000
C (-0.517, -0.308, -0.945)  0.000
N (-1.268, 0.508, -0.210)  0.003
C (-1.326, 1.636, -0.989)  0.000
N (-0.678, 1.522, -2.118)  0.000
H (-1.758, -4.068, -4.486)  0.000
H (-0.490, -3.472, -5.544)  0.000
H (-2.034, -2.604, -5.424)  0.000
H (-2.648, -2.882, -2.801)  0.000
H (-2.467, -1.147, -3.048)  0.000
H (-1.640, -1.950, -1.713)  0.000
H (-0.316, -3.977, -2.348)  0.000
H (0.850, -2.666, -2.186)  0.000
H (0.925, -3.760, -3.570)  0.000
H (-1.624, -0.410, -5.343)  0.000
H (0.930, -0.165, -5.879)  0.000
H (0.046, -1.630, -6.252)  0.000
H (2.282, -2.038, -6.676)  0.000
H (1.855, -3.001, -5.266)  0.000
H (3.616, -3.189, -3.712)  0.000
H (5.604, -2.265, -2.579)  0.000
H (5.302, 1.282, -4.934)  0.000
H (3.334, 0.356, -6.087)  0.000
H (1.091, 0.672, -3.636)  0.000
H (1.499, -0.798, -2.739)  0.000
H (-0.185, -1.286, -0.647)  0.000
H (-1.859, 2.531, -0.721)  0.000

Properties
Multiplicity = 2
Maximum force = 0.0428 Eh/bohr
Energy above the lowest of the compared OMol25 structures with the same formula, charge and spin = 301.16 kJ/mol
<S²> = 0.76
Lowest unoccupied orbital energy (alpha / beta) = -4.591 / -5.944 eV
Charge = +1